Molecular formula: C29H86N14O11
Method: DFT, the ωB97M-V functional and the def2-TZVPD basis

Geometry as ORCA input:
```
! wB97M-V def2-TZVPD RIJCOSX def2/J DEFGRID3
* xyz -1 2
C -1.066 5.270 2.299
O -1.662 4.263 1.540
H 0.006 5.416 2.170
H -1.594 6.207 2.124
H -1.090 4.909 3.327
H -0.930 4.093 0.942
C -4.063 -0.174 0.505
O -3.514 0.091 1.561
N -3.531 -0.840 -0.430
N -5.241 0.331 0.142
H -3.938 -0.564 -1.313
H -2.522 -0.794 -0.407
H -5.451 1.102 0.759
H -5.767 0.246 -0.716
C 1.934 3.233 1.519
O 1.060 3.422 0.677
N 3.217 3.274 1.308
N 1.788 2.888 2.762
H 3.835 3.066 2.080
H 3.545 3.493 0.379
H 2.591 2.823 3.370
H 0.873 2.975 3.181
C 0.054 0.147 -0.053
O -0.281 -0.927 -0.439
N 1.249 0.500 -0.101
N -0.623 1.042 0.631
H 1.882 -0.065 -0.648
H 1.494 1.385 0.319
H -0.253 1.927 0.946
H -1.543 0.725 0.900
C 4.444 -1.650 2.859
O 5.439 -1.451 3.497
N 4.101 -1.214 1.667
N 3.466 -2.517 3.146
H 3.263 -1.606 1.263
H 4.713 -0.580 1.173
H 2.689 -2.710 2.529
H 3.386 -2.907 4.074
C 2.215 -4.502 -1.178
C 2.766 -3.170 -0.615
C 2.987 -2.014 -1.725
O 4.031 -2.400 -2.667
C 5.304 -2.200 -2.078
N 1.847 -2.712 0.420
H 2.495 -5.361 -0.568
H 2.679 -4.644 -2.154
H 1.134 -4.563 -1.303
H 3.813 -3.257 -0.324
H 3.081 -0.976 -1.403
H 2.007 -1.951 -2.197
H 5.993 -2.023 -2.904
H 5.734 -3.035 -1.525
H 5.351 -1.325 -1.430
H 1.076 -2.129 0.127
H 1.400 -3.473 0.911
C -2.313 -4.709 -4.082
C -1.011 -4.109 -3.622
C -0.871 -2.615 -3.922
O -0.382 -2.350 -5.288
C 0.905 -2.842 -5.659
N -1.127 -4.445 -2.175
H -2.552 -4.518 -5.128
H -3.162 -4.510 -3.428
H -2.351 -5.790 -3.946
H -0.310 -4.766 -4.137
H -0.288 -2.063 -3.185
H -1.838 -2.124 -3.816
H 0.990 -3.900 -5.414
H 1.780 -2.347 -5.237
H 0.899 -2.569 -6.714
H -0.308 -4.620 -1.610
H -1.579 -3.664 -1.722
C -4.322 1.321 5.413
C -3.001 0.607 5.699
C -1.962 0.734 4.577
O -0.768 0.029 4.971
C 0.313 0.144 4.052
N -2.361 1.032 6.986
H -5.048 1.003 6.161
H -4.655 1.397 4.378
H -4.345 2.340 5.798
H -3.139 -0.428 6.010
H -1.695 1.790 4.543
H -2.463 0.316 3.704
H 1.076 -0.621 4.197
H 0.690 1.076 4.473
H -0.035 0.082 3.021
H -1.401 0.721 6.948
H -2.865 0.624 7.760
C 1.496 -5.893 2.747
C 0.449 -5.646 3.906
C -0.786 -4.815 3.544
O -0.501 -3.654 2.708
C -1.561 -2.831 2.372
N 0.002 -6.996 4.385
H 1.915 -4.968 2.351
H 1.050 -6.468 1.937
H 2.240 -6.656 2.976
H 1.023 -5.159 4.695
H -1.180 -4.561 4.528
H -1.552 -5.481 3.148
H -2.557 -3.109 2.716
H -1.499 -2.687 1.293
H -1.527 -1.851 2.848
H -0.323 -6.962 5.340
H 0.872 -7.431 4.655
C -2.488 3.110 -1.395
C -3.272 4.424 -1.338
C -2.708 5.557 -2.178
O -2.878 5.440 -3.607
C -2.246 6.512 -4.294
N -4.633 4.067 -1.714
H -1.471 3.071 -1.005
H -2.360 2.763 -2.420
H -2.883 2.321 -0.756
H -3.370 4.803 -0.321
H -1.704 5.775 -1.815
H -3.088 6.524 -1.848
H -2.992 6.959 -4.952
H -1.600 5.952 -4.971
H -1.479 7.075 -3.763
H -5.230 4.879 -1.642
H -4.622 3.672 -2.643
C 1.150 4.766 -2.399
C 2.198 4.048 -3.299
C 1.922 2.529 -3.331
O 3.162 1.880 -3.840
C 3.146 1.379 -5.174
N 2.181 4.680 -4.592
H 1.280 5.836 -2.559
H 1.271 4.557 -1.336
H 0.121 4.603 -2.719
H 3.160 4.258 -2.832
H 0.975 2.184 -3.745
H 1.854 2.245 -2.281
H 4.124 1.629 -5.584
H 2.373 1.944 -5.694
H 2.870 0.336 -5.329
H 1.258 4.407 -4.895
H 2.039 5.664 -4.414
*
```

Results
- F_max (eV Å⁻¹) = 7.8
- orbital gap (spin up / spin down) (eV) = 2.026 / 8.910
- LUMO (spin up / spin down) (eV) = 2.07 / 2.06
- expectation value of S² = 0.75